DFT (ωB97M-V/def2-TZVPD) results for the molecule C5H4N2.

Its SMILES is [H]/N=N/C=C=CC#C. As for the multiplicity: 1.

Each line ends with the natural charge from an NBO analysis.
Geometry (Å):
H: -1.3458 2.9102 0.2370  0.32
N: -1.1454 1.9388 -0.0392  -0.32
N: -1.9443 1.2254 0.5881  -0.13
C: -1.7597 -0.1894 0.3576  -0.19
C: -0.6626 -0.6434 -0.1921  0.17
C: 0.4883 -0.8205 -0.7931  -0.33
C: 1.7557 -0.9112 -0.1366  -0.04
C: 2.8568 -0.9350 0.3549  -0.19
H: -2.5729 -0.8084 0.7245  0.23
H: 0.4950 -0.8298 -1.8827  0.26
H: 3.8349 -0.9367 0.7817  0.24

***

DFT (ωB97M-V/def2-TZVPD) results for the ion C15H12F2NO2S with charge -1 in a non-equilibrium geometry.

Its SMILES is N[C@@H](C/C=C(\c1ccsc1)c1ccc(F)cc1F)C(=O)[O-]. As for the multiplicity: 1. As for the total charge: -1.

Each line ends with the natural charge from an NBO analysis.
Geometry (Å):
N: -1.3151 -0.1009 4.1981  -0.87
C: -2.4710 0.4192 3.4078  -0.14
C: -2.0509 0.9914 2.0300  -0.46
C: -1.3525 -0.0594 1.1905  -0.06
C: -0.3492 0.1772 0.2527  -0.10
C: 0.1330 1.5419 -0.1279  -0.09
C: -0.6145 2.8042 -0.2383  -0.23
C: 0.1433 3.8751 -0.6517  -0.40
S: 1.8394 3.4296 -0.8341  0.34
C: 1.4477 1.7423 -0.3939  -0.36
C: 0.3522 -1.0522 -0.2956  -0.11
C: 0.6402 -2.2079 0.4916  -0.16
C: 1.2448 -3.3562 -0.0564  -0.30
C: 1.5356 -3.3757 -1.4246  0.40
F: 1.9151 -4.5322 -2.0661  -0.34
C: 1.3101 -2.2689 -2.2330  -0.36
C: 0.6840 -1.1351 -1.6954  0.43
F: 0.3055 -0.1632 -2.5538  -0.32
C: -3.7128 -0.5303 3.3313  0.73
O: -3.5041 -1.7353 3.5858  -0.79
O: -4.8134 -0.0221 3.0539  -0.77
H: -1.2832 -1.1150 4.0970  0.37
H: -1.4194 0.1074 5.2021  0.35
H: -2.7824 1.3174 3.9700  0.19
H: -1.3754 1.7940 2.2186  0.21
H: -2.9321 1.3761 1.5321  0.24
H: -1.5995 -1.0829 1.4225  0.21
H: -1.6591 2.8414 -0.0004  0.23
H: -0.2798 4.8510 -0.8139  0.23
H: 2.1735 0.9525 -0.2903  0.24
H: 0.3092 -2.2694 1.5389  0.24
H: 1.3934 -4.2506 0.5452  0.23
H: 1.5673 -2.2849 -3.2748  0.23

***

DFT (ωB97M-V/def2-TZVPD) results for a cluster of 2 separate species, CH7N3O3P in total in a non-equilibrium geometry.

As for the multiplicity: 1. As for the total charge: -1.

Each line ends with the natural charge from an NBO analysis.
Geometry (Å):
C: 0.4432 -0.3328 -0.2859  0.25
N: -0.0575 -1.2890 -1.1393  -0.83
N: -0.4310 1.6700 -1.1591  -1.25
N: 1.7373 -0.1404 -0.2898  -0.78
O: -2.0431 -0.1754 0.8871  -1.16
O: -0.0314 1.0623 2.0819  -1.17
O: -0.1589 -1.4586 1.9251  -1.03
P: -0.6288 -0.0035 1.2002  2.32
H: 0.2518 -1.0222 -2.0279  0.36
H: -1.1297 -1.2269 -0.9891  0.43
H: -0.6762 2.2566 -0.3660  0.32
H: -1.3702 1.4351 -1.4728  0.31
H: -0.0153 -1.1550 2.8434  0.48
H: 1.9101 0.7943 -0.0460  0.41
H: 2.1996 -0.4145 -1.1619  0.35

***

DFT (ωB97M-V/def2-TZVPD) results for a cluster of 4 separate species, C35H39F9N2O7S in total in a non-equilibrium geometry.

Its SMILES is CC(C)[C@@H](C)COc1ccc2c(c1)Sc1ccccc1N2c1cccnc1.CCOC(=O)C(F)(F)F.CCOC(=O)C(F)(F)F.CCOC(=O)C(F)(F)F. As for the multiplicity: 1.

Each line ends with the Löwdin charge.
Geometry (Å):
C: 2.7015 -3.0626 1.0580  -0.06
C: 3.7735 -2.7939 -0.0986  -0.36
C: 4.2933 -1.2976 -0.0481  -0.09
C: 3.2989 -3.2588 -1.5261  -0.30
C: 3.2265 -4.8518 -1.5179  -0.08
C: 1.8561 -2.7599 -1.9298  -0.17
O: 1.6851 -1.3412 -1.7127  -0.09
C: 0.3578 -1.0074 -1.4750  -0.25
C: -0.3480 -1.4490 -0.2544  0.01
C: -1.7401 -1.0659 -0.0043  0.01
C: -2.5138 -0.2115 -0.9330  -0.18
C: -1.7702 0.1780 -2.1547  -0.43
C: -0.3946 -0.2047 -2.4255  -0.01
S: -2.6614 1.2148 -3.3401  0.94
C: -3.6531 2.2683 -2.2149  -0.42
C: -3.9114 3.6644 -2.5119  -0.10
C: -4.7253 4.5026 -1.6097  -0.08
C: -5.2758 3.8427 -0.4351  -0.09
C: -4.9999 2.4397 -0.1416  -0.02
C: -4.1603 1.5770 -0.9987  -0.17
N: -3.8803 0.1923 -0.7423  -0.03
C: -4.5044 -0.3332 0.4675  -0.22
C: -5.6046 -1.2861 0.2383  0.06
C: -6.2090 -1.7723 1.5037  -0.03
C: -5.6271 -1.2455 2.7278  -0.16
N: -4.6336 -0.3442 2.9149  0.05
C: -4.0570 0.1220 1.7750  -0.10
H: 1.8214 -3.6304 0.6500  0.06
H: 2.3805 -2.0509 1.4261  0.08
H: 3.1602 -3.6712 1.8870  0.08
H: 4.6638 -3.4351 0.1739  0.12
H: 3.4031 -0.6166 0.0629  0.08
H: 4.9580 -1.2152 0.8522  0.08
H: 4.8780 -1.0464 -0.9735  0.07
H: 3.9917 -2.9556 -2.3574  0.14
H: 4.0411 -5.3084 -0.8950  0.08
H: 2.2425 -5.1571 -1.0538  0.08
H: 3.2386 -5.2540 -2.5615  0.08
H: 1.0879 -3.3716 -1.3896  0.11
H: 1.7091 -2.9386 -3.0377  0.14
H: 0.2530 -2.0678 0.4499  0.09
H: -2.2030 -1.4443 0.9350  0.10
H: 0.0431 0.1525 -3.3936  0.12
H: -3.4392 4.0685 -3.4437  0.10
H: -4.8791 5.5731 -1.8618  0.09
H: -5.9012 4.4391 0.2772  0.10
H: -5.4672 2.0269 0.7888  0.10
H: -5.9283 -1.6133 -0.7705  0.12
H: -7.0330 -2.5238 1.4937  0.08
H: -6.0770 -1.6534 3.6740  0.11
H: -3.2179 0.8496 1.8546  0.14
C: 5.5251 4.7414 -2.9727  -0.06
C: 4.9122 4.4764 -1.6130  -0.20
O: 5.3124 3.1872 -1.1166  0.03
C: 6.5069 3.1333 -0.5218  -0.38
O: 7.2385 4.0796 -0.3921  0.16
C: 6.7808 1.7208 0.0021  -0.52
F: 6.4560 0.7705 -0.8911  0.15
F: 6.0734 1.4495 1.1221  0.15
F: 8.0698 1.5224 0.3134  0.16
H: 5.2827 3.9337 -3.6664  0.08
H: 5.1575 5.6827 -3.3834  0.08
H: 6.6135 4.7928 -2.9102  0.08
H: 3.8254 4.4527 -1.6970  0.13
H: 5.1637 5.2617 -0.8981  0.13
C: 9.3345 4.0903 3.3517  -0.05
C: 7.9075 3.5832 3.3354  -0.20
O: 7.1488 4.1736 4.4050  0.03
C: 6.6536 5.3940 4.1692  -0.38
O: 6.8037 6.0073 3.1512  0.17
C: 5.8318 5.8720 5.3682  -0.52
F: 6.4486 5.6287 6.5393  0.16
F: 4.6361 5.2548 5.4236  0.16
F: 5.5889 7.1886 5.3264  0.16
H: 9.7893 3.9229 4.3304  0.08
H: 9.9316 3.5837 2.5922  0.08
H: 9.3720 5.1645 3.1622  0.08
H: 7.9013 2.5057 3.5030  0.13
H: 7.4282 3.7605 2.3712  0.10
C: -11.6326 -5.5859 -1.8906  -0.06
C: -10.4604 -4.6637 -2.1561  -0.20
O: -9.5961 -4.5953 -1.0089  0.03
C: -8.7081 -5.5892 -0.8829  -0.38
O: -8.5969 -6.5065 -1.6440  0.17
C: -7.8281 -5.3584 0.3471  -0.52
F: -8.5405 -4.9755 1.4241  0.15
F: -6.9129 -4.3921 0.1274  0.14
F: -7.1535 -6.4554 0.7082  0.17
H: -12.1631 -5.2806 -0.9864  0.08
H: -12.3289 -5.5745 -2.7301  0.08
H: -11.2973 -6.6124 -1.7330  0.08
H: -10.8217 -3.6503 -2.3333  0.13
H: -9.9026 -4.9673 -3.0437  0.13

***

DFT (ωB97M-V/def2-TZVPD) results for the molecule C8H14N4 in a non-equilibrium geometry.

Its SMILES is C1CN=C(C2=NCCCN2)NC1. As for the multiplicity: 1.

Each line ends with the natural charge from an NBO analysis.
Geometry (Å):
C: 3.4548 -0.0052 -0.2214  -0.43
C: 2.7399 -1.2760 0.1725  -0.25
N: 1.2899 -1.3184 -0.0058  -0.50
C: 0.7383 -0.1704 -0.0357  0.39
C: -0.7310 0.0254 -0.0814  0.39
N: -1.2236 1.2425 -0.0088  -0.53
C: -2.7032 1.3448 -0.1461  -0.25
C: -3.4484 0.1067 0.3223  -0.42
C: -2.8263 -1.2590 -0.1646  -0.21
N: -1.4339 -1.1280 0.0090  -0.60
N: 1.4119 1.0722 -0.1056  -0.62
C: 2.7401 1.2989 0.1968  -0.20
H: 3.6506 0.1128 -1.2946  0.20
H: 4.4885 0.1450 0.2394  0.21
H: 3.1220 -2.1942 -0.3842  0.21
H: 2.9410 -1.3563 1.2301  0.20
H: -3.0200 2.2426 0.4644  0.21
H: -2.9669 1.4491 -1.1945  0.19
H: -3.4918 0.0641 1.4660  0.20
H: -4.5509 0.0778 -0.0362  0.21
H: -3.2361 -2.1484 0.3519  0.21
H: -3.0209 -1.4087 -1.1945  0.18
H: -0.8480 -1.9546 0.0033  0.42
H: 0.8445 1.9021 -0.0274  0.42
H: 2.9029 1.4476 1.2694  0.16
H: 3.0899 2.1515 -0.3710  0.20

***

DFT (ωB97M-V/def2-TZVPD) results for a cluster of 6 separate species, C5H23N2O6 in total in a non-equilibrium geometry.

As for the multiplicity: 1. As for the total charge: +1.

Each line ends with the natural charge from an NBO analysis.
Geometry (Å):
N: 0.6305 -0.2894 -0.6963  -0.70
C: 0.1532 0.7502 0.2801  -0.08
C: -1.1587 1.4566 -0.0836  -0.55
C: -1.1778 2.9369 0.1479  0.43
O: -0.6379 3.4024 1.1221  -0.51
C: 0.1244 0.2057 1.7515  -0.21
N: 1.3571 0.5014 2.4119  -0.67
C: 1.8950 -0.4670 3.3594  -0.41
H: 0.1521 -0.4071 -1.5899  0.45
H: 1.6290 -0.0911 -0.7628  0.48
H: 0.3819 -1.1548 -0.2233  0.45
H: 0.8406 1.5862 0.4319  0.25
H: -1.2855 1.2566 -1.1716  0.22
H: -2.0270 0.9838 0.3965  0.28
H: -1.6387 3.6176 -0.5856  0.15
H: -0.8078 0.4611 2.2558  0.21
H: 0.0104 -0.8856 1.7291  0.18
H: 1.5195 1.4278 2.7764  0.39
H: 1.4651 -0.4012 4.3645  0.19
H: 1.7665 -1.4873 3.0666  0.19
H: 2.9772 -0.3268 3.4596  0.20
H: -0.5115 0.1123 -3.6834  0.45
H: 0.3489 1.2812 -4.1483  0.46
O: -0.4575 0.7962 -4.3562  -0.91
H: -0.0058 -3.5460 -1.9896  0.50
H: 1.4612 -3.1872 -1.3934  0.50
O: 0.6369 -2.8764 -1.7701  -0.99
H: 4.3844 -0.3408 -0.4363  0.49
H: 3.6792 0.3501 0.6381  0.49
O: 3.5404 0.1077 -0.2882  -0.97
H: -3.5232 -0.7540 -2.5984  0.49
H: -2.5430 -1.5073 -3.5527  0.48
O: -2.6230 -0.7973 -2.9273  -0.97
H: -3.8930 -0.3360 1.7072  0.48
H: -3.3692 -1.6546 1.3019  0.48
O: -3.2940 -0.7238 1.0565  -0.95

***

| no. | LUMO (eV) |
| --- | --- |
| 1 | 0.088 |
| 2 | 2.442 |
| 3 | 4.002 |
| 4 | 0.405 |
| 5 | 0.939 |
| 6 | -2.868 |